# 1
ORCA calculation (wB97M-V/def2-TZVPD) on an isolated molecule of C2H2N2O3 in a non-equilibrium geometry.

energy relative to the best compared isomer or geometry (same formula, charge and spin)	393.5	kJ/mol
structure (SMILES)	N#C[C@@H](O)ON=O
HOMO	-11.1	eV

Last column: Löwdin charge in e.
Positions of all 9 atoms, in Å:
N 0.88340 2.66826 0.08400  0.179
C 0.50440 1.59752 -0.11366  -0.123
C -0.07063 0.23862 -0.25340  -0.319
O 0.63078 -0.80511 0.37312  0.006
O -1.39193 0.44737 0.45418  -0.081
N -2.51670 0.29407 -0.41174  -0.001
O -3.43942 0.78232 0.14898  0.061
H -0.26501 0.03046 -1.20961  0.102
H 1.22274 -0.69833 1.20793  0.175

***

# 2
ORCA calculation (wB97M-V/def2-TZVPD) on a structure of composition C34H32NO4P2S2Sc.

energy relative to the best compared isomer or geometry (same formula, charge and spin)	0.0	kJ/mol
HOMO	-8.4	eV

Last column: Löwdin charge in e.
Positions of all 76 atoms, in Å:
Sc -0.89768 -1.42655 -0.18136  0.503
O -0.99960 -1.67541 -2.47844  -0.053
C -0.02733 -2.43199 -2.23341  -0.648
O 0.00719 -3.07910 -1.13635  -0.065
C 1.22642 -2.30856 -3.03942  -0.140
C 1.55887 -3.11135 -4.11844  -0.008
C 2.74051 -2.87293 -4.80350  -0.064
C 3.57807 -1.83450 -4.41701  -0.067
C 3.23784 -1.03269 -3.33957  -0.073
C 2.06228 -1.26934 -2.63301  -0.279
P 1.51443 -0.21352 -1.24117  1.116
C 2.91989 -0.14604 -0.09697  -0.364
C 3.95058 -1.07907 -0.11262  -0.073
C 4.94348 -1.03882 0.85854  -0.073
C 4.91321 -0.07059 1.84923  -0.081
C 3.87740 0.85450 1.87887  -0.079
C 2.88110 0.81146 0.91884  -0.111
C 1.43957 1.42308 -2.03464  -0.345
C 0.30712 1.68017 -2.80918  -0.110
C 0.18832 2.88142 -3.48912  -0.072
C 1.19122 3.83688 -3.39351  -0.082
C 2.31843 3.58441 -2.62625  -0.077
C 2.44714 2.37837 -1.95068  -0.084
H 0.89965 -3.91364 -4.42313  0.123
H 3.00638 -3.49658 -5.64686  0.107
H 4.49517 -1.64722 -4.95999  0.106
H 3.88693 -0.21617 -3.04442  0.115
H 3.98337 -1.84425 -0.87747  0.104
H 5.74248 -1.76890 0.83586  0.105
H 5.68530 -0.04081 2.60723  0.107
H 3.83850 1.60019 2.66269  0.108
H 2.06338 1.52188 0.96313  0.118
H -0.47435 0.93159 -2.88309  0.081
H -0.69242 3.07417 -4.08792  0.106
H 1.09315 4.77876 -3.91769  0.103
H 3.10396 4.32549 -2.55323  0.104
H 3.33136 2.18664 -1.35612  0.102
N 5.17432 -0.15220 7.84255  0.151
C 4.42958 -0.33938 6.98691  -0.191
C 3.50365 -0.57614 5.91772  -0.239
C 2.49962 0.34979 5.64281  -0.027
C 1.61865 0.11927 4.60256  -0.026
C 1.72945 -1.03265 3.81989  -0.254
C 2.73357 -1.96165 4.11322  -0.021
C 3.61392 -1.73861 5.15249  -0.025
C 0.86520 -1.24063 2.70123  -0.133
C 0.20082 -1.41630 1.69555  -0.093
H 2.41728 1.24502 6.24415  0.119
H 0.83906 0.83424 4.37689  0.120
H 2.81741 -2.85023 3.50271  0.122
H 4.39312 -2.45487 5.37537  0.119
C -6.27284 1.33498 2.15058  -0.044
C -4.77924 1.57488 2.23797  -0.421
C -4.32555 2.80101 1.47125  -0.072
O -4.06824 0.36205 1.85258  -0.289
P -3.61637 -0.11180 0.41953  -0.073
S -3.25971 -2.07187 0.54583  0.399
S -2.01674 0.89136 -0.25789  0.376
O -4.89904 0.23316 -0.45074  -0.301
C -5.29849 -0.22522 -1.77584  -0.427
C -6.06252 -1.52826 -1.65222  -0.054
C -4.14248 -0.30428 -2.75087  -0.068
H -6.80311 2.17101 2.60888  0.086
H -6.54246 0.42321 2.68284  0.088
H -6.59146 1.24706 1.11317  0.075
H -4.49228 1.68538 3.28413  0.143
H -4.58385 2.73041 0.41410  0.075
H -3.25124 2.95108 1.56226  0.066
H -4.83293 3.67337 1.88621  0.088
H -5.98384 0.56369 -2.08917  0.142
H -5.40462 -2.34248 -1.35309  0.051
H -6.50422 -1.77840 -2.61812  0.087
H -6.86452 -1.43488 -0.91999  0.086
H -3.43541 -1.08855 -2.47974  0.051
H -3.60554 0.64182 -2.80528  0.069
H -4.54027 -0.53533 -3.74022  0.092

***

# 3
ORCA calculation (wB97M-V/def2-TZVPD) on an isolated molecule of C6H8BN in a non-equilibrium geometry.

energy relative to the best compared isomer or geometry (same formula, charge and spin)	182.9	kJ/mol
structure (SMILES)	CBc1ccncc1
HOMO	-9.8	eV

Last column: Löwdin charge in e.
Positions of all 16 atoms, in Å:
C -1.47462 -2.22151 1.30864  -0.070
B -0.70501 -1.37118 -0.32981  0.081
C -0.05092 0.01606 -0.38048  -0.162
C -0.32938 1.24025 0.33963  -0.012
C 0.46748 2.39547 0.18317  -0.133
N 1.59209 2.37420 -0.51204  0.065
C 1.87183 1.29674 -1.14546  -0.177
C 1.12629 0.11259 -1.19178  -0.021
H -1.57284 -1.56754 2.17168  -0.006
H -1.01754 -3.20134 1.50234  0.009
H -2.58847 -2.38257 1.15124  0.020
H -0.29660 -2.15049 -1.01099  0.016
H -1.22528 1.43092 0.98230  0.119
H 0.04105 3.20670 0.64680  0.076
H 2.81601 1.34298 -1.75572  0.124
H 1.34590 -0.52128 -1.95950  0.072

***

# 4
ORCA calculation (wB97M-V/def2-TZVPD) on a cluster of 2 separate species, CH2N2O2 in total in a non-equilibrium geometry.

energy relative to the best compared isomer or geometry (same formula, charge and spin)	590.1	kJ/mol
HOMO (alpha / beta)	-6.9 / -11.6	eV
2S+1	3

Last column: Löwdin charge in e.
Positions of all 7 atoms, in Å:
C 1.51374 -0.68594 1.04622  -0.563
N 0.98728 0.56831 0.86707  0.167
N 0.15460 -0.48612 1.24474  -0.016
O 2.43889 -1.40232 0.94577  0.213
O -0.54718 -0.94363 0.08658  -0.054
H 0.85452 0.19492 -0.64696  0.141
H -1.23019 -1.47981 0.52232  0.113

***

# 5
ORCA calculation (wB97M-V/def2-TZVPD) on an isolated molecule of C3H5NO2.

energy relative to the best compared isomer or geometry (same formula, charge and spin)	433.4	kJ/mol
structure (SMILES)	C=CO[C@H]1NO1
HOMO	-9.9	eV

Last column: Löwdin charge in e.
Positions of all 11 atoms, in Å:
C -1.41461 -1.01215 0.26342  0.052
C -1.33024 0.27221 -0.04826  -0.203
O -0.30275 1.04475 0.48030  -0.020
C 0.85564 0.63259 -0.14964  -0.487
N 1.98761 0.38818 0.65339  0.144
O 1.22803 -0.68493 -0.05049  -0.017
H -0.81625 -1.42074 1.07028  0.079
H -2.03159 -1.67998 -0.32038  0.066
H -1.94802 0.77756 -0.78778  0.117
H 0.97003 1.05308 -1.14950  0.164
H 2.81937 0.57115 0.07964  0.106

***

# 6
ORCA calculation (wB97M-V/def2-TZVPD) on a cluster of 3 separate species, C6H19NO2 in total in a non-equilibrium geometry.

energy relative to the best compared isomer or geometry (same formula, charge and spin)	62.8	kJ/mol
structure (SMILES)	CCCN(C)CC.O.O
HOMO	-9.0	eV

Last column: Löwdin charge in e.
Positions of all 28 atoms, in Å:
C 3.08065 -0.43307 0.45053  -0.094
C 1.62655 -0.11093 0.85633  -0.255
C 0.95149 0.74030 -0.18529  -0.228
N -0.51883 0.70319 -0.19070  -0.255
C -1.08100 1.05496 1.09774  -0.099
C -0.99110 1.53071 -1.30035  -0.263
C -2.50354 1.47732 -1.46109  -0.089
H 3.58375 0.52392 0.31636  0.070
H 3.06069 -0.94127 -0.51407  0.074
H 3.58065 -1.00643 1.22706  0.073
H 1.68090 0.44526 1.78152  0.098
H 1.13544 -1.04537 1.13763  0.088
H 1.20852 0.37167 -1.19181  0.121
H 1.30024 1.78376 -0.17202  0.126
H -2.14621 0.83481 1.09313  0.081
H -0.61249 0.45817 1.88596  0.077
H -0.89705 2.08599 1.44571  0.097
H -0.67398 2.55676 -1.16085  0.109
H -0.52031 1.16927 -2.21130  0.114
H -3.11509 1.97734 -0.71717  0.067
H -2.82886 0.43879 -1.41071  0.069
H -2.80268 1.81405 -2.44875  0.071
O -1.41722 -2.15637 -0.25076  -0.061
H -1.26998 -1.81230 0.64669  0.039
H -1.29497 -1.38647 -0.81841  0.028
O 0.89036 -3.63780 0.68271  -0.075
H 0.17875 -3.00488 0.49074  -0.024
H 0.39533 -4.43140 0.92115  0.037